Record 1
DFT (ωB97M-V with the def2-TZVPD basis set) results for a cluster of 8 separate species, C24H48O24 in total at a distorted geometry.

**Structure (SMILES)**: COC(=O)OC.COC(=O)OC.COC(=O)OC.COC(=O)OC.COC(=O)OC.COC(=O)OC.COC(=O)OC.COC(=O)OC
**Molecular weight**: 720.6 g/mol
**Energy above the lowest of the compared OMol25 structures with the same formula, charge and spin**: 309.21 kcal per mole
**E_LUMO**: 0.37 eV
**Highest occupied orbital energy**: -9.94 eV
**E_tot**: -74793.33857 eV

Positions of all 96 atoms, in Å:
C1 -0.6991 3.5431 1.2763
O1 -1.1951 2.7161 2.2343
C2 -2.2141 3.2471 2.9743
O2 -2.4871 4.4251 2.9903
O3 -2.9151 2.4561 3.7713
C3 -4.0951 2.7911 4.6333
H1 -1.0001 3.3901 0.2833
H2 0.3999 3.4741 1.3153
H3 -0.5001 4.5221 1.6843
H4 -4.5521 3.5441 4.0243
H5 -3.8431 3.2721 5.5803
H6 -4.8521 1.8951 4.4953
C4 3.4789 -0.3939 -5.9317
O4 4.0939 -0.8209 -4.6127
C5 4.0449 -0.0019 -3.5237
O5 3.5129 1.1491 -3.5347
O6 4.6529 -0.4669 -2.4487
C6 4.6629 0.1931 -1.0997
H7 3.3009 -1.1909 -6.6977
H8 4.0149 0.4991 -6.1237
H9 2.5529 0.0451 -5.6617
H10 5.2499 -0.3729 -0.5207
H11 3.6629 0.0741 -0.6767
H12 4.9109 1.3081 -1.1047
C7 0.6119 1.4521 -2.1067
O7 -0.3691 1.2311 -1.1917
C8 -0.0791 0.3531 -0.1527
O8 0.9869 -0.1529 0.0543
O9 -1.1971 -0.0969 0.5973
C9 -1.0591 -0.8849 1.7203
H13 0.7899 0.4851 -2.5457
H14 1.3979 1.8381 -1.6887
H15 0.1809 2.2951 -2.8827
H16 -0.6501 -0.2909 2.6203
H17 -0.1931 -1.2819 1.6163
H18 -1.8891 -1.4339 2.0443
C10 -3.4701 2.9211 -2.4907
O10 -3.1571 4.1571 -1.8077
C11 -2.0771 4.7031 -2.1517
O11 -1.4361 4.4591 -3.1207
O12 -1.5031 5.5951 -1.2637
C12 -0.2971 6.2661 -1.6067
H19 -4.3221 2.4721 -1.9977
H20 -2.7281 2.2711 -2.2817
H21 -3.4581 3.1081 -3.6427
H22 0.5029 5.4271 -1.8237
H23 0.2049 6.8051 -0.7497
H24 -0.2421 7.2291 -2.3817
C13 0.1429 -2.3799 -3.0537
O13 -0.1151 -2.2099 -4.4257
C14 -0.9491 -1.2799 -4.8557
O14 -1.1721 -0.3799 -4.1597
O15 -1.3461 -1.5219 -6.0607
C15 -2.3551 -0.6119 -6.6377
H25 0.3949 -3.4329 -2.8797
H26 -0.5771 -2.2019 -2.4277
H27 1.1279 -1.6929 -2.5787
H28 -3.2441 -0.4489 -5.7967
H29 -2.9501 -1.3359 -7.4767
H30 -2.0611 0.1441 -7.0517
C16 3.2179 2.1521 1.6943
O16 4.1309 2.7301 2.5713
C17 5.4929 2.5931 2.3373
O17 5.8329 2.0071 1.3043
O18 6.2649 3.0551 3.2723
C18 7.6039 3.1521 2.8543
H31 2.1389 2.5201 1.9743
H32 3.1099 1.0671 1.5073
H33 3.2799 2.7731 0.7673
H34 8.0269 2.2771 2.5223
H35 8.2499 3.4491 3.7513
H36 7.7809 3.8301 2.0283
C19 -0.8671 -4.8299 0.7303
O19 -2.1561 -5.1729 0.8673
C20 -3.1481 -4.3239 0.3653
O20 -2.8811 -3.4069 -0.4157
O21 -4.3771 -4.7449 0.6053
C21 -5.5231 -4.0219 0.2893
H37 -0.4641 -4.1599 1.4363
H38 -0.8831 -4.5909 -0.3817
H39 -0.2141 -5.6879 0.8783
H40 -6.5631 -4.4369 0.6163
H41 -5.6731 -3.8579 -0.7797
H42 -5.5071 -3.0949 0.7453
C22 -2.3771 -3.1539 5.4083
O22 -1.9011 -4.5149 5.6093
C23 -0.8341 -4.9159 4.9633
O23 -0.0671 -4.3159 4.1673
O24 -0.6931 -6.2029 5.1593
C24 0.4779 -6.9819 4.6953
H43 -2.5111 -2.9069 4.3083
H44 -1.7051 -2.6139 6.0153
H45 -3.1691 -2.8749 5.8963
H46 1.2949 -6.6959 5.1633
H47 0.6949 -6.8429 3.6093
H48 0.2839 -8.1349 4.7793

Record 2
DFT (ωB97M-V with the def2-TZVPD basis set) results for an isolated molecule of C4H4O2.

**Molecular weight**: 84.1 g/mol
**Energy above the lowest of the compared OMol25 structures with the same formula, charge and spin**: 111.18 kcal per mole
**E_LUMO**: 0.48 eV
**Highest occupied orbital energy**: -8.91 eV
**E_tot**: -8302.25616 eV

Positions of all 10 atoms, in Å:
C1 1.4296 0.1439 -0.8958
O1 -0.0021 0.2527 -1.0278
C2 -0.6941 -0.2504 -0.0467
O2 -0.1729 -0.3018 1.1909
C3 -2.1163 -0.5039 0.0379
C4 -1.7152 -0.1242 1.2719
H1 1.8442 0.6786 -1.7456
H2 1.7822 0.5666 0.0441
H3 1.6803 -0.9160 -0.9582
H4 -2.0356 0.4544 2.1291

Record 3
DFT (ωB97M-V with the def2-TZVPD basis set) results for a cluster of 2 separate species, CH7N2 in total at a distorted geometry.

**Charge**: +1
**Molecular weight**: 47.1 g/mol
**Energy above the lowest of the compared OMol25 structures with the same formula, charge and spin**: 11.68 kcal per mole
**E_LUMO**: -5.21 eV
**Highest occupied orbital energy**: -15.83 eV
**E_tot**: -4123.40579 eV

Positions of all 10 atoms, in Å:
N1 1.3453 -0.7153 0.8087
H1 2.1422 -0.3016 0.3324
H2 1.2925 -0.3881 1.7639
H3 1.6356 -1.6899 0.7979
H4 -0.2070 -0.4873 0.1381
C1 -1.2614 1.1153 -0.6370
N2 -0.8068 -0.0708 -0.6682
H5 -1.6681 1.6603 -1.4872
H6 -1.3410 1.5576 0.3628
H7 -1.1313 -0.6800 -1.4114